(1)
{"formula": "C18H64O14", "method": "the ωB97M-V functional and the def2-TZVPD basis", "de_lowest_kcal_mol": 61.4, "lumo_ev": [-3.23, -9.75], "gap_ev": [8.64, 2.11], "e_tot_ev": -48358.0018, "multiplicity": 2, "charge": 1, "species": ["O", "H", "H", "O", "H", "H", "O", "H", "H", "O", "H", "H", "O", "H", "H", "O", "H", "H", "O", "H", "H", "O", "H", "H", "C", "C", "C", "O", "H", "H", "H", "H", "H", "H", "H", "H", "C", "C", "C", "O", "H", "H", "H", "H", "H", "H", "H", "H", "C", "C", "C", "O", "H", "H", "H", "H", "H", "H", "H", "H", "C", "C", "C", "O", "H", "H", "H", "H", "H", "H", "H", "H", "C", "C", "C", "O", "H", "H", "H", "H", "H", "H", "H", "H", "C", "C", "C", "O", "H", "H", "H", "H", "H", "H", "H", "H"], "coordinates": [[0.28276, 4.18173, 3.93563], [-0.34781, 4.36685, 4.63158], [-0.25363, 3.90074, 3.19431], [3.14895, 0.93428, 3.50737], [2.96878, 0.01486, 3.31131], [3.37214, 0.94191, 4.43815], [-2.36813, 1.49091, 4.34803], [-2.08501, 2.22042, 4.89929], [-2.47537, 1.87515, 3.47792], [-1.67467, 3.82903, 1.67575], [-2.16701, 3.91076, 0.85896], [-1.84042, 4.65006, 2.13907], [-0.59651, -3.10350, 4.96206], [-1.04524, -3.90809, 5.22186], [-1.04526, -2.82554, 4.16357], [2.90235, 3.74742, 2.83150], [2.04230, 4.00943, 3.15998], [2.98057, 2.82452, 3.07312], [-3.90321, 0.94345, 0.85916], [-3.94600, 1.87475, 0.64218], [-2.97902, 0.71570, 0.75807], [1.82634, -1.76066, 4.41793], [2.17787, -1.57724, 5.28915], [1.02065, -2.25057, 4.58248], [-3.48438, -3.71444, -0.99627], [-2.96861, -4.45279, 0.27717], [-2.41619, -3.37308, 1.23469], [-3.97944, -5.08060, 0.99896], [-2.73825, -3.04165, -1.41905], [-4.43247, -3.21778, -0.79000], [-3.79953, -4.44225, -1.74398], [-2.26598, -5.23869, 0.00011], [-3.12412, -2.59600, 1.52290], [-1.47354, -2.94496, 0.89376], [-2.20570, -3.96866, 2.12299], [-4.47873, -4.37058, 1.40906], [0.46225, -5.72797, -1.83367], [1.50048, -4.61109, -1.85398], [0.92558, -3.34613, -1.15529], [2.61607, -4.93080, -1.12240], [0.26107, -6.04872, -0.81154], [0.80546, -6.58254, -2.41679], [-0.50364, -5.33188, -2.14716], [1.80643, -4.37332, -2.87279], [0.97844, -3.29802, -0.06763], [-0.08910, -3.14947, -1.50148], [1.38464, -2.47392, -1.62069], [3.03372, -5.56482, -1.70991], [-2.46863, -0.04942, -2.06031], [-1.56996, 0.43300, -3.17501], [-0.39393, -0.56727, -3.44879], [-2.29656, 0.68280, -4.31346], [-3.09904, 0.77212, -1.72007], [-1.93355, -0.47572, -1.21176], [-3.18521, -0.80053, -2.39266], [-1.12228, 1.39027, -2.90795], [0.20769, -0.78042, -2.56522], [0.22274, -0.16076, -4.25039], [-0.74660, -1.53545, -3.80426], [-2.49120, -0.14372, -4.76133], [-1.52402, 6.77925, 0.29524], [-0.51897, 6.84386, -0.85206], [0.44106, 5.61239, -0.85206], [-1.26677, 6.92232, -2.08516], [-1.09565, 6.94251, 1.28415], [-2.19446, 5.92051, 0.26095], [-2.12408, 7.67695, 0.14635], [-0.05729, 7.82575, -0.74790], [0.90395, 5.43330, 0.11838], [1.23749, 5.69461, -1.59168], [-0.11823, 4.73896, -1.18733], [-2.12417, 7.26515, -1.82259], [4.94767, -2.39191, -2.86643], [3.95583, -1.22731, -3.19771], [3.62163, -0.44629, -1.95600], [4.46109, -0.42683, -4.20776], [5.19815, -3.01698, -3.72354], [4.49651, -3.06516, -2.13753], [5.85494, -2.00965, -2.39862], [3.00507, -1.62342, -3.55442], [3.02492, 0.44378, -2.15555], [4.55865, -0.14875, -1.48529], [3.09727, -1.10409, -1.26286], [4.01928, 0.42473, -4.17256], [0.41481, -0.55613, 1.40592], [0.32740, 0.95160, 1.38776], [1.04004, 1.54039, 0.17907], [-1.03298, 1.22160, 1.22389], [1.43364, -0.69365, 1.76809], [0.24121, -1.05760, 0.45382], [-0.22413, -1.02102, 2.15674], [0.61575, 1.41601, 2.33078], [2.12897, 1.55802, 0.22412], [0.82226, 2.60080, 0.05176], [0.72816, 0.96462, -0.69231], [-1.22815, 2.12054, 1.49850]], "atomic_forces_ev_per_a": [[-0.1, 0.1, 0.0], [0.0, 0.1, 0.4], [0.0, -0.3, -0.3], [0.2, 0.3, -0.2], [-0.3, -0.4, 0.1], [0.1, 0.0, 0.3], [0.1, -0.1, 0.1], [0.1, 0.1, 0.3], [-0.1, -0.1, -0.4], [0.0, -0.1, 0.3], [-0.1, 0.0, -0.4], [-0.1, 0.4, 0.1], [0.1, 0.1, 0.0], [0.0, -0.3, 0.2], [-0.3, 0.2, -0.2], [0.3, 0.3, -0.4], [-0.2, 0.2, 0.3], [0.1, -0.5, 0.0], [-0.5, -0.1, 0.1], [-0.1, 0.2, -0.1], [0.6, -0.1, 0.1], [0.7, 0.4, -0.4], [0.0, 0.0, 0.2], [-0.5, -0.4, 0.2], [-0.4, -1.4, 0.2], [-0.3, 2.5, -0.5], [1.1, -1.4, 0.1], [-0.8, -0.8, -0.1], [-0.1, 0.1, 0.1], [0.2, 0.5, 0.3], [0.3, -0.2, -0.2], [0.3, 0.2, 0.2], [-0.2, 0.0, -0.4], [-0.1, 0.2, -0.1], [0.3, 0.3, 0.4], [-0.4, -0.1, 0.1], [-0.1, 0.3, 0.2], [-2.5, 1.4, 1.2], [-0.3, 0.3, -1.7], [1.9, -0.8, 0.1], [0.4, -0.1, 0.2], [-0.3, -0.1, -0.1], [0.1, -0.3, -0.6], [-0.3, 0.2, -0.4], [0.2, -0.3, -0.2], [-0.4, -0.4, 0.4], [0.7, 0.3, 0.5], [0.8, -0.5, 0.6], [-0.5, 0.1, 0.4], [1.4, -1.1, 1.0], [-0.5, 0.4, -0.2], [-0.5, 0.4, -1.4], [0.1, 0.0, 0.2], [0.1, 0.2, 0.1], [0.2, -0.2, -0.3], [0.1, 0.1, 0.2], [0.0, 0.3, 0.1], [0.2, 0.1, 0.0], [-0.3, -0.1, 0.0], [-0.2, -0.1, 0.0], [-0.1, 0.9, -0.2], [-0.2, -0.7, 0.2], [-0.4, 0.9, -0.7], [0.5, -0.6, 0.4], [0.3, -0.4, 0.0], [0.1, 0.0, -0.1], [-0.5, 0.0, 0.2], [0.8, -0.3, 0.1], [-0.2, 0.1, 0.0], [0.1, 0.4, 0.0], [-0.3, -0.1, 0.3], [-0.2, 0.1, -0.4], [-0.8, -0.3, -0.5], [3.5, -0.6, 0.8], [-0.6, 0.7, 0.8], [-0.1, -1.4, 0.4], [0.1, 0.3, -0.1], [-0.4, 0.2, 0.0], [0.0, 0.4, -0.3], [-1.2, -0.5, -0.6], [-0.2, 0.0, 0.1], [0.1, 0.1, -0.1], [-0.1, 0.1, -0.1], [-0.4, 1.1, -0.2], [1.2, 0.1, 1.1], [-0.6, -0.1, -0.7], [0.7, 0.3, 0.1], [-1.8, 0.1, -0.3], [0.2, -0.9, -0.3], [0.1, 0.3, -0.2], [-0.1, 0.3, 0.0], [0.6, -0.3, 0.1], [0.2, -0.5, 0.3], [-0.5, 0.0, 0.0], [-0.1, 0.2, -0.2], [0.1, 0.1, 0.0]], "lowdin_charge": [-0.02, 0.05, 0.00, -0.04, 0.01, 0.06, -0.04, 0.02, 0.00, -0.04, 0.06, 0.06, -0.03, 0.06, 0.03, -0.06, -0.03, -0.03, -0.05, 0.02, -0.01, -0.05, 0.04, -0.02, -0.05, -0.48, -0.05, -0.04, 0.05, 0.08, 0.07, 0.13, 0.09, 0.05, 0.07, 0.09, -0.04, -0.52, -0.04, -0.03, 0.09, 0.08, 0.07, 0.13, 0.09, 0.06, 0.03, 0.10, -0.05, -0.51, -0.05, -0.02, 0.08, 0.07, 0.08, 0.13, 0.03, 0.07, 0.08, 0.10, -0.07, -0.44, -0.04, -0.05, 0.09, 0.06, 0.08, 0.13, 0.08, 0.07, 0.07, 0.07, 0.03, -0.37, 0.01, 0.28, 0.10, 0.09, 0.11, 0.21, 0.10, 0.12, 0.10, 0.16, -0.03, -0.47, -0.03, -0.08, 0.07, 0.06, 0.08, 0.14, 0.08, 0.07, 0.06, 0.02]}

***

(2)
{"formula": "C18H6CuO12", "method": "the ωB97M-V functional and the def2-TZVPD basis", "lumo_ev": [8.86, 8.52], "gap_ev": [4.94, 4.53], "e_tot_ev": -87958.8251, "multiplicity": 2, "charge": -4, "species": ["Cu", "C", "C", "C", "O", "C", "C", "C", "O", "O", "O", "H", "H", "C", "C", "C", "O", "C", "C", "C", "O", "O", "O", "H", "H", "C", "C", "C", "O", "C", "C", "C", "O", "O", "O", "H", "H"], "coordinates": [[1.92550, 0.07980, -2.16131], [1.34156, 3.46766, 0.74926], [0.10972, 3.39910, 0.12082], [0.08232, 2.72921, -1.31468], [-1.06256, 2.54686, -1.86268], [1.28589, 2.43910, -1.95636], [2.45910, 2.55756, -1.29693], [2.51422, 3.13540, 0.10893], [3.61701, 3.26107, 0.80736], [3.47533, 1.98831, -1.82110], [-0.99536, 3.50296, 0.64331], [1.51120, 4.09191, 1.61409], [1.29872, 2.13405, -2.99230], [-1.34029, -0.67310, -2.01742], [-0.47538, -1.91201, -2.02055], [-0.98782, -3.14623, -1.18287], [-0.32051, -4.19300, -1.14666], [-2.18503, -3.07176, -0.47412], [-2.91690, -1.89999, -0.53072], [-2.53611, -0.65377, -1.42618], [-3.21671, 0.42248, -1.66648], [-3.94496, -1.79215, 0.30146], [0.66320, -1.87979, -2.48004], [-1.13325, 0.06773, -2.77553], [-2.54446, -3.86765, 0.16131], [0.22337, -1.91499, 3.27161], [-0.95953, -1.06171, 2.90303], [-0.77144, -0.14263, 1.62135], [-1.64109, 0.68789, 1.26355], [0.48657, -0.16831, 0.92291], [1.41860, -1.06790, 1.17785], [1.27023, -1.97540, 2.48240], [2.11658, -2.91887, 2.71044], [2.51895, -1.01258, 0.47920], [-2.00426, -1.13470, 3.55199], [0.08345, -2.48026, 4.18116], [0.63416, 0.45573, 0.05389]], "atomic_forces_ev_per_a": [[-0.6, -0.1, 0.5], [0.6, 1.4, -0.4], [-1.7, -2.5, -0.6], [-4.7, 0.8, -1.3], [3.3, 0.8, 1.4], [-1.4, -0.1, -0.3], [2.6, -1.7, 0.1], [2.9, 0.5, 2.6], [-1.4, -0.3, -2.5], [0.7, 0.2, 0.3], [-0.2, 1.4, 0.3], [-0.4, -0.4, 0.6], [-0.1, -0.2, -0.4], [4.9, -4.4, -1.9], [-3.4, 3.5, 2.0], [0.3, -1.2, -0.3], [1.1, -0.3, -0.6], [0.4, 1.2, -1.2], [-4.5, 1.7, 3.6], [-3.4, 2.6, 0.3], [-0.4, -3.1, 1.4], [2.3, 0.1, -2.9], [2.6, -0.1, -1.0], [0.4, 0.4, 0.2], [0.2, -0.1, 0.0], [-5.6, 3.6, 0.8], [1.3, -1.6, 0.7], [-2.7, 2.2, 0.3], [1.8, -2.1, 1.2], [-3.1, 1.7, -1.2], [5.7, -2.5, 1.0], [4.5, -3.1, -2.4], [0.3, 1.5, -0.8], [-2.4, -0.8, 1.4], [0.3, 0.8, -0.6], [0.3, -0.3, -0.1], [-0.3, 0.4, 0.1]], "lowdin_charge": [0.51, -0.05, -0.41, -0.33, -0.02, -0.11, -0.42, -0.37, -0.15, -0.10, 0.00, 0.09, 0.10, -0.05, -0.32, -0.41, -0.07, -0.06, -0.33, -0.40, -0.08, -0.15, -0.07, 0.09, 0.09, -0.03, -0.32, -0.23, 0.11, 0.08, -0.26, -0.42, -0.13, 0.03, -0.02, 0.09, 0.11]}

***

(3)
{"formula": "C18H7AgCl5N3O8Te", "method": "the ωB97M-V functional and the def2-TZVPD basis", "de_lowest_kcal_mol": 32.4, "lumo_ev": [3.91, 3.91], "gap_ev": [5.43, 5.43], "e_tot_ev": -113528.2608, "charge": -2, "species": ["Ag", "Cl", "C", "C", "Cl", "C", "Cl", "C", "O", "C", "Cl", "C", "Cl", "Te", "C", "C", "C", "C", "C", "C", "H", "H", "H", "H", "H", "O", "N", "O", "C", "C", "C", "C", "O", "C", "C", "N", "O", "O", "N", "O", "O", "H", "H"], "coordinates": [[-0.74956, 0.06137, -1.06300], [-2.47099, -4.44117, 4.82440], [-2.23520, -3.70838, 3.26732], [-1.53582, -2.50579, 3.13809], [-0.89433, -1.74213, 4.55732], [-1.35033, -1.91580, 1.90046], [-0.47009, -0.43712, 1.74817], [-1.86750, -2.47820, 0.68477], [-1.73743, -1.95641, -0.45458], [-2.56588, -3.71727, 0.86927], [-3.20197, -4.45491, -0.56215], [-2.74240, -4.30409, 2.11069], [-3.60804, -5.80335, 2.24262], [-0.11059, 2.83362, -0.76355], [-1.65514, 4.15644, -1.37361], [-1.33706, 5.30214, -2.10625], [-2.33702, 6.14073, -2.58752], [-3.67265, 5.84889, -2.34039], [-4.00261, 4.71356, -1.61036], [-3.00147, 3.87249, -1.13578], [-0.29628, 5.52872, -2.30756], [-2.07272, 7.02064, -3.16344], [-4.45296, 6.49688, -2.72313], [-5.04315, 4.47304, -1.42257], [-3.26385, 2.97719, -0.58430], [5.46112, -0.55108, -5.91479], [4.34723, -0.03833, -5.90733], [3.85650, 0.47359, -6.90584], [3.65694, 0.11315, -4.65386], [2.37987, 0.71569, -4.61252], [1.74183, 0.88462, -3.43122], [2.33381, 0.49878, -2.15515], [1.74195, 0.71630, -1.08276], [3.63565, -0.14098, -2.28044], [4.25860, -0.32316, -3.49760], [4.36977, -0.62163, -1.11372], [4.01369, -0.27311, -0.00938], [5.27944, -1.43388, -1.29806], [0.40204, 1.43483, -3.49200], [0.24755, 2.62949, -2.93904], [-0.55234, 0.54587, -3.27059], [1.89475, 1.02736, -5.52716], [5.22746, -0.79432, -3.53206]], "atomic_forces_ev_per_a": [[-0.3, 0.1, -0.1], [0.0, 0.0, -0.1], [0.0, 0.0, 0.0], [0.0, 0.0, 0.0], [0.0, 0.0, 0.0], [0.0, 0.0, 0.0], [0.0, -0.1, 0.2], [0.0, 0.0, -0.1], [0.1, 0.0, 0.2], [0.0, 0.0, 0.0], [0.0, 0.0, 0.1], [0.0, 0.1, 0.0], [0.0, 0.0, 0.0], [-0.1, 0.0, 0.2], [0.0, -0.1, -0.1], [-0.1, 0.0, 0.0], [0.0, -0.1, 0.1], [0.0, 0.0, 0.0], [0.1, 0.0, 0.0], [0.0, 0.1, 0.0], [0.0, 0.0, 0.0], [0.0, 0.0, 0.0], [0.0, 0.0, 0.0], [0.0, 0.0, 0.0], [0.0, 0.0, 0.0], [-0.1, -0.4, 0.0], [0.4, 1.0, 0.4], [-0.3, -0.3, -0.2], [-0.2, -0.2, -0.2], [0.1, -0.1, -0.2], [0.0, -0.1, 0.0], [0.0, 0.1, 0.1], [0.1, -0.1, 0.1], [0.1, 0.2, 0.0], [0.1, -0.1, 0.1], [-0.5, -0.5, -0.2], [0.1, 0.3, 0.1], [0.1, 0.3, -0.1], [-0.2, 0.1, 0.4], [0.2, -0.3, -0.5], [0.3, 0.2, -0.1], [0.0, 0.0, 0.0], [0.0, 0.0, 0.0]], "lowdin_charge": [0.56, 0.59, -0.74, -0.71, 0.63, -0.60, 0.68, -0.52, -0.17, -0.62, 0.66, -0.71, 0.62, 1.23, -0.57, -0.16, -0.11, -0.13, -0.11, -0.15, 0.09, 0.09, 0.09, 0.09, 0.08, 0.02, -0.38, 0.02, -0.17, 0.06, -0.12, -0.32, -0.19, -0.06, 0.05, -0.36, 0.08, 0.01, -0.37, -0.39, -0.24, 0.13, 0.12]}

***

(4)
{"formula": "C18H9F6N5O4PdS3SeTe", "method": "the ωB97M-V functional and the def2-TZVPD basis", "de_lowest_kcal_mol": 15.6, "lumo_ev": [-1.21, -1.91], "gap_ev": [6.80, 6.14], "e_tot_ev": -159381.2672, "species": ["Pd", "F", "C", "F", "F", "S", "O", "O", "N", "S", "O", "O", "C", "F", "F", "F", "Se", "N", "C", "C", "C", "C", "C", "N", "C", "C", "N", "C", "C", "C", "C", "C", "N", "H", "H", "H", "H", "H", "H", "Te", "C", "C", "C", "C", "S", "H", "H", "H"], "coordinates": [[-1.40958, 0.95462, 0.34223], [-6.17048, -1.02939, -0.67476], [-5.33100, -1.35467, 0.29782], [-5.95561, -1.28385, 1.46486], [-4.90222, -2.60024, 0.10636], [-3.86855, -0.24809, 0.26507], [-3.38094, -0.28164, -1.08813], [-2.97989, -0.76551, 1.29567], [-4.58694, 1.09969, 0.69444], [-3.96970, 2.52305, 0.45842], [-2.85165, 2.50955, -0.50858], [-4.95402, 3.54881, 0.37617], [-3.26569, 2.95611, 2.13529], [-2.73545, 1.90310, 2.76195], [-4.26077, 3.41693, 2.88673], [-2.34192, 3.90279, 1.99860], [5.13255, -3.20627, -0.83908], [4.20225, -2.69739, 0.59120], [3.10644, -2.14967, 0.14695], [2.08348, -1.58056, 1.02763], [2.18869, -1.63794, 2.41550], [1.20725, -1.06306, 3.18660], [0.15160, -0.42603, 2.54828], [0.04680, -0.36560, 1.22700], [0.98768, -0.94104, 0.45838], [0.81897, -0.90007, -1.02033], [-0.26080, -0.27780, -1.47774], [-0.47280, -0.21363, -2.78112], [0.40065, -0.78119, -3.70791], [1.52895, -1.41934, -3.24294], [1.75411, -1.48505, -1.86934], [2.94396, -2.10664, -1.28846], [3.91202, -2.61928, -1.99480], [3.04289, -2.13423, 2.85848], [1.24696, -1.09028, 4.26604], [-0.64268, 0.04857, 3.10916], [-1.36955, 0.31049, -3.08952], [0.19104, -0.71274, -4.76686], [2.24786, -1.86818, -3.91688], [0.14388, 2.92028, -0.36896], [2.05384, 2.10848, -0.32352], [2.79372, 1.63850, -1.37588], [4.05297, 1.10651, -0.97996], [4.24417, 1.18033, 0.37069], [2.90982, 1.90195, 1.15134], [2.43537, 1.66522, -2.39713], [4.77826, 0.69033, -1.66611], [5.10409, 0.85409, 0.93712]], "atomic_forces_ev_per_a": [[0.7, 0.3, -0.2], [-0.1, 0.0, 0.0], [0.0, 0.0, 0.1], [0.0, 0.0, 0.0], [0.0, -0.1, 0.0], [-0.5, 0.0, 0.1], [-0.2, -0.1, 0.1], [0.0, 0.4, -0.3], [0.1, 0.0, -0.3], [-0.2, 0.0, 0.7], [-0.1, -0.2, 0.8], [0.0, -0.2, -0.9], [-0.2, -0.1, -0.1], [0.2, 0.0, 0.0], [0.2, 0.0, 0.0], [0.0, 0.0, 0.1], [0.2, -0.1, 0.0], [-0.1, 0.0, -0.1], [-0.2, 0.1, 0.1], [0.2, -0.1, 0.0], [0.1, -0.1, 0.0], [0.0, 0.0, 0.0], [-0.1, 0.0, 0.0], [0.2, 0.5, -0.3], [-0.1, 0.0, -0.3], [0.0, 0.1, 0.4], [-0.1, -0.2, -0.2], [0.1, 0.0, 0.0], [-0.1, 0.1, 0.0], [0.1, -0.1, 0.0], [0.2, -0.1, 0.0], [-0.2, 0.1, 0.0], [0.0, 0.0, 0.0], [0.0, 0.0, 0.0], [0.0, 0.0, 0.0], [0.0, 0.0, 0.0], [0.0, 0.0, 0.0], [0.0, 0.0, 0.0], [0.0, 0.0, 0.0], [0.0, 0.1, 0.1], [0.0, -0.1, 0.1], [0.1, -0.1, 0.0], [-0.1, 0.0, 0.0], [0.0, 0.0, 0.0], [0.0, 0.0, 0.1], [0.0, 0.0, 0.0], [0.0, 0.0, 0.0], [0.0, 0.0, 0.0]], "lowdin_charge": [0.54, 0.16, -0.70, 0.15, 0.15, 0.58, -0.30, -0.32, -0.29, 0.61, -0.47, -0.24, -0.69, 0.10, 0.15, 0.11, 1.11, -0.22, -0.35, -0.10, 0.01, -0.02, -0.09, 0.02, -0.14, -0.17, 0.07, -0.10, -0.02, 0.01, -0.10, -0.35, -0.22, 0.12, 0.12, 0.12, 0.12, 0.11, 0.12, 1.06, -1.04, -0.25, -0.19, -0.41, 0.94, 0.10, 0.11, 0.07]}